No. 1
{"formula": "C2H3BrO2", "method": "ωB97M-V/def2-TZVPD", "species": ["C", "C", "O", "O", "Br", "H", "H", "H"], "xyz": [[0.205, -1.045, 0.426], [-0.896, 0.188, -0.894], [0.075, -0.851, -0.916], [0.156, -0.312, 1.428], [-2.495, -0.246, 0.129], [0.515, -2.080, 0.524], [-0.249, 0.797, -0.068], [-1.028, 0.753, -1.750]], "lumo_ev": 0.56, "smiles": "O=COCBr", "charge": 0, "de_lowest_kcal_mol": 53.3}

No. 2
{"formula": "C2H3BrO2", "method": "ωB97M-V/def2-TZVPD", "species": ["C", "C", "O", "O", "Br", "H", "H", "H"], "xyz": [[-0.562, 0.739, 0.554], [0.422, -0.609, -0.570], [-0.895, -0.346, -0.342], [0.779, 0.331, 0.699], [0.919, -2.432, -0.606], [-0.418, 1.756, 0.122], [-1.085, 0.688, 1.635], [0.841, -0.127, -1.492]], "lumo_ev": 0.81, "charge": 0, "de_lowest_kcal_mol": 63.1}

No. 3
{"formula": "C2H3BrO2P", "method": "ωB97M-V/def2-TZVPD", "species": ["C", "C", "O", "O", "P", "Br", "H", "H", "H"], "xyz": [[-1.412, -0.277, 0.301], [-0.328, -0.472, -0.474], [0.788, 1.692, 1.413], [1.576, 1.112, -1.543], [1.073, 0.578, -0.262], [2.585, -1.053, 0.277], [-2.427, -0.780, 0.289], [-1.413, 0.484, 1.238], [-0.441, -1.283, -1.239]], "lumo_ev": 3.54, "smiles": "C=C[P@](=O)([O-])Br", "charge": -1, "de_lowest_kcal_mol": 76.6}

No. 4
{"formula": "C2H3BrO3", "method": "ωB97M-V/def2-TZVPD", "species": ["C", "C", "O", "O", "O", "Br", "H", "H", "H"], "xyz": [[0.430, 0.631, -0.591], [-1.700, -0.013, 0.037], [1.526, 0.893, -0.900], [-0.206, -0.152, 0.144], [2.458, -1.217, 1.179], [3.400, -0.350, 0.101], [-1.853, 0.883, 0.673], [-2.045, -1.029, 0.269], [-2.011, 0.355, -0.913]], "lumo_ev": [-0.19, -1.38], "charge": 0, "de_lowest_kcal_mol": 135.2}

No. 5
{"formula": "C2H3BrOS", "method": "ωB97M-V/def2-TZVPD", "species": ["C", "C", "O", "S", "Br", "H", "H", "H"], "xyz": [[-0.156, -0.295, 0.005], [1.000, 0.300, 0.672], [-2.382, -0.270, -2.016], [-1.232, 0.613, -1.837], [-1.139, -1.692, 0.644], [1.859, -0.378, 0.626], [1.269, 1.237, 0.182], [0.782, 0.485, 1.724]], "lumo_ev": [-0.03, -1.05], "charge": 0, "de_lowest_kcal_mol": 81.3}

No. 6
{"formula": "C2H3BrS", "method": "ωB97M-V/def2-TZVPD", "species": ["C", "C", "S", "Br", "H", "H", "H"], "xyz": [[0.151, -0.559, 0.679], [-0.153, 0.383, -0.527], [-0.962, -1.033, 1.719], [1.060, 1.803, -0.678], [1.139, -0.918, 0.939], [-0.007, -0.220, -1.460], [-1.228, 0.544, -0.672]], "lumo_ev": -0.50, "smiles": "S=CCBr", "charge": 0, "de_lowest_kcal_mol": 9.9}

No. 7
{"formula": "C2H3Cl", "method": "ωB97M-V/def2-TZVPD", "species": ["C", "C", "Cl", "H", "H", "H"], "xyz": [[0.024, 0.034, -0.610], [-0.184, -0.185, 0.641], [-0.536, 1.213, 1.659], [0.554, -0.946, -1.654], [-0.051, 0.950, -1.281], [0.192, -1.066, 1.244]], "lumo_ev": 0.77, "charge": 0, "de_lowest_kcal_mol": 48.2}

No. 8
{"formula": "C2H3Cl2FS", "method": "ωB97M-V/def2-TZVPD", "species": ["C", "C", "H", "H", "H", "F", "S", "Cl", "Cl"], "xyz": [[0.775, 0.089, 0.922], [-0.511, -0.308, 0.294], [1.805, 2.332, 0.335], [1.036, -0.906, 1.154], [0.943, 0.804, 1.905], [-1.187, -1.489, 0.904], [2.012, 0.946, 0.017], [-1.586, 0.862, 0.217], [0.006, -1.018, -1.341]], "lumo_ev": 0.37, "smiles": "FC(Cl)(Cl)CS", "charge": 0, "de_lowest_kcal_mol": 41.5}

No. 9
{"formula": "C2H3Cl2N", "method": "ωB97M-V/def2-TZVPD", "species": ["C", "C", "N", "Cl", "Cl", "H", "H", "H"], "xyz": [[-1.339, 0.919, 0.349], [0.968, -0.787, -0.341], [2.219, -0.767, -0.417], [-2.419, -0.389, 0.187], [-0.098, -1.821, -1.068], [-1.553, 1.904, -0.005], [-0.574, 1.036, 1.165], [2.795, -0.095, 0.129]], "lumo_ev": [-0.55, -0.06], "charge": 0, "de_lowest_kcal_mol": 88.8}

No. 10
{"formula": "C2H3Cl2N2", "method": "ωB97M-V/def2-TZVPD", "species": ["C", "C", "N", "N", "Cl", "Cl", "H", "H", "H"], "xyz": [[-1.493, 0.072, -0.093], [1.621, -0.460, -0.113], [-2.609, -0.135, 0.129], [1.074, 0.690, -0.019], [-4.212, -0.377, 0.089], [3.250, -0.711, 0.118], [1.063, -1.260, -0.371], [-0.156, 0.614, 0.030], [1.462, 1.567, 0.231]], "lumo_ev": -4.48, "charge": 1, "de_lowest_kcal_mol": 1.2}

No. 11
{"formula": "C2H3Cl2N2", "method": "ωB97M-V/def2-TZVPD", "species": ["C", "C", "N", "N", "Cl", "Cl", "H", "H", "H"], "xyz": [[0.762, 0.197, -0.230], [-0.691, -0.111, -0.998], [1.937, 0.184, 0.015], [-1.747, -0.150, 0.046], [2.988, 1.516, 0.118], [2.856, -1.395, 0.153], [-2.218, 0.818, -0.218], [-1.628, -0.080, 1.061], [-2.260, -0.980, 0.053]], "lumo_ev": [-6.02, -6.02], "smiles": "[NH3+]C#CN(Cl)Cl", "charge": 1, "de_lowest_kcal_mol": 121.6}

No. 12
{"formula": "C2H3Cl2NO", "method": "ωB97M-V/def2-TZVPD", "species": ["C", "C", "N", "O", "Cl", "Cl", "H", "H", "H"], "xyz": [[1.738, 0.880, -0.983], [1.044, 1.609, 0.070], [1.626, 1.861, 1.143], [2.548, -0.144, -0.912], [-0.618, 1.980, -0.440], [3.840, -2.397, 1.006], [1.471, 1.081, -2.038], [2.763, -0.760, -0.197], [1.131, 2.403, 1.828]], "lumo_ev": -3.85, "charge": 0, "de_lowest_kcal_mol": 90.6}

No. 13
{"formula": "C2H3Cl2NOS", "method": "ωB97M-V/def2-TZVPD", "species": ["C", "C", "N", "O", "S", "Cl", "Cl", "H", "H", "H"], "xyz": [[1.109, 0.148, 0.134], [-0.590, -0.596, 0.368], [1.132, 0.977, -0.875], [1.868, -0.159, 1.017], [-1.838, 0.566, 0.719], [-0.371, -1.692, 1.719], [-1.019, -1.560, -1.156], [0.451, 1.139, -1.505], [2.073, 1.372, -1.134], [-2.815, -0.195, 0.711]], "lumo_ev": 0.53, "smiles": "NC(=O)C(S)(Cl)Cl", "charge": 0, "de_lowest_kcal_mol": 29.5}

No. 14
{"formula": "C2H3Cl2O2P", "method": "ωB97M-V/def2-TZVPD", "species": ["C", "C", "O", "O", "P", "Cl", "Cl", "H", "H", "H"], "xyz": [[-3.149, -0.148, 0.148], [-0.421, 0.847, -0.685], [-2.256, -0.818, 0.869], [-2.827, 0.825, -0.428], [-0.621, -0.367, 0.448], [-4.685, -0.854, -0.291], [-0.624, 2.457, 0.101], [0.435, 0.900, -1.379], [-0.107, -0.296, 1.794], [0.012, -1.608, 0.001]], "lumo_ev": 0.43, "smiles": "O=C(Cl)O[PH2]=CCl", "charge": 0, "de_lowest_kcal_mol": 94.3}

No. 15
{"formula": "C2H3Cl2O2P", "method": "ωB97M-V/def2-TZVPD", "species": ["C", "C", "O", "O", "P", "Cl", "Cl", "H", "H", "H"], "xyz": [[-3.262, 0.226, -0.316], [-0.913, 0.399, -0.233], [-3.393, 0.868, -1.298], [-2.103, -0.067, 0.270], [0.429, -0.961, 0.103], [-4.545, -0.731, 0.403], [-0.666, 1.939, 0.540], [-1.107, 0.455, -1.262], [0.764, -0.471, 1.348], [1.513, -0.201, -0.399]], "lumo_ev": 0.62, "smiles": "O=C(Cl)O[C@H](P)Cl", "charge": 0, "de_lowest_kcal_mol": 51.3}

No. 16
{"formula": "C2H3ClF2S", "method": "ωB97M-V/def2-TZVPD", "species": ["C", "C", "F", "F", "S", "Cl", "H", "H", "H"], "xyz": [[0.029, -0.395, -0.678], [0.126, -0.122, 0.804], [0.334, 1.180, 1.113], [-0.786, -0.560, 1.609], [-1.292, 0.611, -1.400], [1.880, -1.052, 1.646], [0.912, -0.088, -1.151], [-0.344, -1.527, -0.823], [-0.859, 1.953, -1.119]], "lumo_ev": -0.19, "smiles": "FC(F)(Cl)CS", "charge": 0, "de_lowest_kcal_mol": 21.5}

No. 17
{"formula": "C2H3ClFI", "method": "ωB97M-V/def2-TZVPD", "species": ["C", "C", "F", "Cl", "I", "H", "H", "H"], "xyz": [[-0.581, -0.665, -0.054], [-1.693, -0.565, -0.741], [-1.804, -0.649, -2.120], [1.130, -3.361, 0.585], [-3.556, -0.149, 0.143], [0.353, -0.831, -0.482], [-0.589, -0.462, 0.978], [0.564, -3.196, -0.450]], "lumo_ev": 0.37, "smiles": "C=C(F)I.Cl", "charge": 0, "de_lowest_kcal_mol": 15.5}

No. 18
{"formula": "C2H3ClFN", "method": "ωB97M-V/def2-TZVPD", "species": ["C", "C", "N", "F", "Cl", "H", "H", "H"], "xyz": [[0.970, -0.965, 0.059], [-0.813, 0.461, -0.054], [-0.084, -0.643, -0.458], [-0.441, 1.047, 1.162], [-0.564, 1.700, -1.331], [1.690, -1.706, -0.178], [1.237, -0.322, 0.833], [-1.995, 0.428, -0.032]], "lumo_ev": 0.61, "smiles": "C=N[C@@H](F)Cl", "charge": 0, "de_lowest_kcal_mol": 11.2}

No. 19
{"formula": "C2H3ClFN", "method": "ωB97M-V/def2-TZVPD", "species": ["C", "C", "N", "F", "Cl", "H", "H", "H"], "xyz": [[-1.180, -0.433, -0.394], [1.345, 0.578, -0.507], [-0.450, 0.037, 0.540], [1.929, 1.561, 0.215], [2.045, -0.842, 0.013], [-2.152, -0.739, -0.071], [-0.726, -0.318, -1.315], [-0.810, 0.156, 1.519]], "lumo_ev": 0.75, "charge": 0, "de_lowest_kcal_mol": 72.6}

No. 20
{"formula": "C2H3ClIN", "method": "ωB97M-V/def2-TZVPD", "species": ["C", "C", "N", "Cl", "I", "H", "H", "H"], "xyz": [[1.830, -1.979, -0.185], [0.271, -0.148, -0.272], [0.713, -1.504, -0.275], [2.605, -3.437, 0.067], [3.602, 0.994, -0.008], [-0.527, -0.353, 0.376], [-0.057, -0.028, -1.369], [1.078, 0.557, -0.025]], "lumo_ev": [-1.44, -2.59], "charge": 0, "de_lowest_kcal_mol": 52.5}